17
Properties=species:S:1:pos:R:3:nbo_charge:R:1 method="wB97M-V/def2-TZVPD" total_energy_ha=-666.71133 e_above_lowest_kj_mol=748.2 largest_force_ha_per_bohr=0.0989
C 3.06392 0.44160 -0.34106 -0.30
C -2.22436 1.43160 0.19530 -0.25
C -0.63408 -2.15473 0.76897 -0.94
N -1.37935 -0.23763 -1.56281 -1.22
O 2.38094 -0.17403 0.62944 -0.37
O -1.53509 0.36474 0.80718 -0.80
P -0.67863 -0.56346 -0.20790 1.61
H 2.87914 0.29315 -1.46613 0.17
H 4.24962 0.24805 -0.14789 0.22
H 2.94860 1.60996 -0.07883 0.18
H -3.10371 1.16577 -0.53033 0.19
H -1.68321 2.25958 -0.21400 0.19
H -2.72460 1.78136 1.00455 0.18
H -1.47444 -2.08223 1.31587 0.24
H -0.54075 -2.91021 0.00871 0.24
H 0.35329 -2.03033 1.32050 0.27
H -1.04507 -0.59932 -2.43663 0.38

61
Properties=species:S:1:pos:R:3:nbo_charge:R:1 method="wB97M-V/def2-TZVPD" total_charge=-2 spin_multiplicity=6 total_energy_ha=-3693.07973 s2=8.75 largest_force_ha_per_bohr=0.0180
Mn -0.07875 0.53567 -0.07116 1.58
O 0.15980 0.10303 -1.96840 -0.81
C 0.91132 -0.15827 -2.95689 0.44
C 0.35074 -0.47364 -4.23383 -0.30
C 1.13961 -0.75255 -5.32038 -0.19
C 2.54138 -0.75702 -5.22717 -0.34
C 3.10392 -0.47417 -3.99975 -0.15
C 2.33529 -0.16924 -2.87278 -0.25
C 3.05861 0.08467 -1.62880 0.17
N 2.60171 0.50064 -0.51990 -0.47
C 3.59152 0.60904 0.55055 -0.24
C 2.98122 1.23985 1.79261 -0.20
N 1.84710 0.50197 2.23883 -0.51
C 1.84181 -0.46615 3.29716 0.04
C 0.72579 -1.45234 3.12982 -0.14
C 0.97202 -3.00019 5.35214 -0.35
C 0.59011 -4.36833 5.43826 -0.34
C 0.07273 -4.73927 4.20517 -0.10
C -0.17794 -3.31528 2.03911 -0.27
C 0.17360 -2.01961 1.79236 0.43
O 0.13265 -1.38702 0.68949 -0.83
H -0.73114 -0.48753 -4.29528 0.22
H 0.66801 -0.98435 -6.27081 0.19
H 3.15962 -0.98469 -6.08617 0.19
H 4.18589 -0.48573 -3.88962 0.18
H 4.13892 -0.13253 -1.71286 0.12
H 4.45065 1.20786 0.21790 0.17
H 3.96319 -0.38950 0.80802 0.18
H 2.65218 2.25115 1.53607 0.20
H 3.75770 1.33828 2.56894 0.16
H 2.69852 -0.66947 3.93241 0.20
H 1.38254 -2.38526 6.13687 0.21
H 0.66858 -5.00795 6.30391 0.19
H -0.32848 -5.67814 3.86004 0.19
H -0.60846 -4.03659 1.36671 0.20
N 0.88578 2.31918 3.53193 -0.88
C 0.57438 1.13641 2.69723 0.62
O -0.32027 1.34848 1.76673 -0.91
C 0.44531 -0.06838 3.72907 -0.25
C 0.65277 -2.59568 4.07007 0.18
N 0.11196 -3.64453 3.40502 -0.30
C -0.04101 0.09331 5.06562 0.36
N -0.42039 0.24509 6.14349 -0.42
H 1.03160 3.07029 2.86202 0.35
H 0.01210 2.56640 3.99029 0.36
O -4.70190 0.14442 -0.27587 -0.95
S -3.67222 0.18834 -1.27925 2.31
O -3.30180 -1.03956 -1.92144 -0.93
N -2.36457 1.01726 -0.74512 -0.88
C -2.17066 2.15073 -1.40231 0.08
S -0.88659 3.18112 -1.17713 -0.23
C -3.22969 2.41318 -2.45262 -0.01
C -3.34658 3.49635 -3.30248 -0.20
C -4.40392 3.50997 -4.20648 -0.22
C -5.31407 2.45557 -4.25539 -0.22
C -5.19065 1.36832 -3.40053 -0.18
C -4.13307 1.38218 -2.50866 -0.32
H -2.61672 4.29430 -3.24957 0.24
H -4.51850 4.34647 -4.88532 0.20
H -6.12659 2.48362 -4.97224 0.20
H -5.88669 0.53983 -3.42964 0.22

24
Properties=species:S:1:pos:R:3:nbo_charge:R:1 method="wB97M-V/def2-TZVPD" smiles="O=c1cc[nH]c(=O)[nH]1.c1ccccc1" total_energy_ha=-647.00192 e_above_lowest_kj_mol=262.7 largest_force_ha_per_bohr=0.0975
C 2.16720 -0.98015 -0.63741 -0.16
C 1.91568 -1.00210 0.76642 -0.23
C 2.41297 0.11762 1.41310 -0.19
C 3.20652 1.05818 0.84638 -0.26
C 3.47493 1.07465 -0.54304 -0.20
C 2.92210 0.05178 -1.28773 -0.25
C -1.44542 -0.82954 -0.32480 0.64
C -2.72799 -1.51718 -0.06712 -0.37
C -3.73267 -0.78112 0.38831 0.06
C -2.66511 1.25836 -0.10575 0.77
H 1.76931 -1.78667 -1.17956 0.22
H 1.17319 -1.55464 1.27014 0.22
H 1.91476 0.51194 2.46602 0.20
H 3.61093 1.96863 1.23476 0.21
H 4.00119 1.93179 -1.01888 0.21
H 3.12406 -0.06792 -2.29686 0.21
H -0.61389 1.15410 -0.62568 0.45
H -2.81733 -2.62843 -0.20274 0.26
H -4.61332 -1.33172 0.79669 0.22
H -4.74256 1.18013 0.01830 0.46
N -1.37085 0.62109 -0.10849 -0.65
N -3.76519 0.59702 0.31833 -0.63
O -0.44651 -1.47847 -0.59668 -0.58
O -2.75200 2.43264 -0.52368 -0.63

18
Properties=species:S:1:pos:R:3:nbo_charge:R:1 method="wB97M-V/def2-TZVPD" total_energy_ha=-497.10493 e_above_lowest_kj_mol=419.0 largest_force_ha_per_bohr=0.0599
C -1.08518 1.37790 0.12899 0.58
C -1.07060 -1.15658 0.89771 0.42
C 2.63499 1.42810 1.17183 0.73
C -1.16556 0.67219 -1.15915 -0.52
C -0.90574 -0.02732 0.14482 -0.29
C -1.50366 -2.38771 0.25701 -0.69
C 3.58465 2.19504 0.84370 -0.78
O -1.19207 2.44327 0.68138 -0.53
O -0.81477 -1.26044 2.22720 -0.64
O 1.83545 0.62140 1.39394 -0.48
H -2.03785 0.39050 -1.77025 0.22
H -0.25965 0.80165 -1.68190 0.22
H -2.08307 -2.99763 0.92732 0.24
H -0.72611 -3.03406 -0.05922 0.24
H -1.91892 -2.24954 -0.77755 0.23
H 4.55171 1.68998 0.95678 0.27
H -0.37109 -0.38146 2.44287 0.51
H 3.55368 3.12003 0.40204 0.26

111
Properties=species:S:1:pos:R:3:lowdin_charge:R:1 method="wB97M-V/def2-TZVPD" total_charge=-1 total_energy_ha=-2653.20641 largest_force_ha_per_bohr=0.0266
C -0.55489 -0.69904 -0.29001 -0.02
C 0.69971 -0.43803 0.54594 -0.69
O 1.78861 -0.78527 0.03900 -0.07
O 0.52586 0.05631 1.69081 -0.07
H -1.47405 -0.43256 0.22560 0.06
H -0.57805 -1.76950 -0.51251 0.06
H -0.50073 -0.17306 -1.24440 0.05
C -0.22774 -3.92279 1.45667 -0.09
C -0.53060 -4.68061 2.73981 -0.11
O -1.66583 -5.46214 2.36194 0.07
C -1.61745 -5.66042 1.02553 -0.58
O -2.30821 -6.42586 0.43247 0.15
O -0.69388 -4.85771 0.46528 0.05
H 0.81420 -3.66142 1.30044 0.12
H -0.86528 -3.04206 1.34975 0.12
H -0.76239 -4.00590 3.56053 0.12
H 0.27346 -5.35664 3.03509 0.13
C 0.74705 1.85897 -2.69494 -0.13
C -0.36284 2.09800 -3.73832 -0.11
O 0.27490 2.99103 -4.66332 0.06
C 1.29591 3.61750 -4.02613 -0.56
O 1.84120 4.59315 -4.42172 0.17
O 1.59415 2.97215 -2.88275 0.06
H 1.28813 0.93477 -2.89739 0.13
H 0.25937 1.84627 -1.72350 0.10
H -1.24809 2.55856 -3.30006 0.12
H -0.60104 1.20085 -4.30531 0.11
C -4.92277 3.45134 -4.21180 0.01
C -4.44957 2.20435 -3.51662 -0.55
O -4.68622 1.99168 -2.33121 0.03
N -3.79078 1.30878 -4.27561 0.01
C -3.25193 0.07283 -3.72213 -0.07
H -4.55886 3.45629 -5.24018 0.08
H -4.63939 4.34025 -3.65579 0.06
H -6.01203 3.48364 -4.26054 0.09
H -3.39706 1.62183 -5.14654 0.13
H -2.46055 0.27981 -2.99972 0.06
H -2.84896 -0.50492 -4.55094 0.08
H -4.05695 -0.47276 -3.23708 0.09
C -2.13720 -5.35851 -3.04610 0.00
C -0.97901 -4.54877 -3.60979 -0.55
O -0.24988 -5.00025 -4.47423 0.03
N -0.78363 -3.32441 -3.04145 0.01
C 0.13995 -2.35998 -3.57371 -0.08
H -2.70828 -4.77232 -2.32929 0.07
H -1.74693 -6.27913 -2.62528 0.09
H -2.76842 -5.60878 -3.89961 0.08
H -1.52909 -3.03392 -2.43228 0.11
H -0.33344 -1.53930 -4.12344 0.07
H 0.82272 -2.85425 -4.26110 0.09
H 0.74867 -1.92019 -2.77994 0.07
C 1.32794 2.68614 4.25128 0.00
C 1.52678 3.57159 3.02075 -0.55
O 1.91801 4.72107 3.09407 0.04
N 1.15889 2.96104 1.87280 0.02
C 1.38816 3.49423 0.54704 -0.06
H 0.39817 3.02302 4.71633 0.08
H 2.12077 2.78782 4.98834 0.08
H 1.23856 1.63377 3.97879 0.05
H 0.89834 1.98352 1.89216 0.07
H 0.49280 4.00818 0.17882 0.08
H 1.68672 2.64446 -0.06701 0.06
H 2.17828 4.24204 0.48350 0.09
C -2.80224 -0.55759 3.30700 0.00
C -1.95542 -1.19974 4.38294 -0.56
O -2.43710 -1.61004 5.42745 0.03
N -0.62268 -1.19853 4.11361 0.02
C 0.36598 -1.66668 5.05464 -0.08
H -2.27073 -0.54450 2.35477 0.05
H -3.07585 0.46341 3.56820 0.08
H -3.73467 -1.11378 3.21481 0.09
H -0.36106 -0.81225 3.21177 0.07
H -0.04233 -1.58451 6.06049 0.09
H 1.22462 -0.99516 5.00441 0.08
H 0.68778 -2.69351 4.87666 0.07
C 4.92011 -2.59570 -0.39594 0.00
C 4.53060 -3.11970 0.97137 -0.56
O 5.23272 -3.92378 1.58093 0.01
N 3.39242 -2.62576 1.48059 0.01
C 2.98058 -2.92385 2.84289 -0.07
H 5.59678 -1.74791 -0.28656 0.08
H 4.02576 -2.26573 -0.92844 0.07
H 5.43559 -3.36912 -0.95863 0.08
H 2.86254 -1.92594 0.96300 0.07
H 2.25764 -2.17183 3.14470 0.06
H 3.85035 -2.86560 3.50043 0.09
H 2.63146 -3.95896 2.86103 0.08
C -3.91713 5.14378 -0.96017 -0.01
C -2.93481 4.47983 -0.01244 -0.56
O -2.07605 5.13133 0.55958 0.04
N -3.09784 3.14640 0.15708 0.02
C -2.23036 2.35472 1.00149 -0.06
H -3.43769 5.23415 -1.93479 0.07
H -4.18488 6.13027 -0.59526 0.08
H -4.81965 4.53610 -1.04650 0.07
H -3.83798 2.70087 -0.36388 0.10
H -1.45198 1.80741 0.47273 0.06
H -2.86812 1.76229 1.65478 0.07
H -1.67311 2.97515 1.70638 0.08
C 4.15261 0.78856 2.55599 0.00
C 4.50152 1.57141 1.31766 -0.55
O 5.22752 2.55920 1.37266 0.03
N 4.02454 1.09964 0.14377 0.02
C 4.25571 1.76386 -1.10855 -0.08
H 3.12990 0.40542 2.57096 0.06
H 4.27386 1.48501 3.38584 0.08
H 4.84233 -0.04303 2.70317 0.08
H 3.32888 0.36629 0.23613 0.08
H 3.54709 1.38075 -1.83780 0.07
H 5.28223 1.63878 -1.46282 0.08
H 4.12527 2.84387 -1.00906 0.08

35
Properties=species:S:1:pos:R:3:nbo_charge:R:1 method="wB97M-V/def2-TZVPD" total_charge=+1 total_energy_ha=-3565.42581 e_above_lowest_kj_mol=0.0 largest_force_ha_per_bohr=0.0030
Sr 0.67967 0.35003 -1.07044 1.84
O 3.59995 0.79805 4.98066 -0.62
C 2.92898 0.76490 3.82638 0.39
C 1.72662 1.43811 3.61028 -0.32
C 1.12539 1.33227 2.37727 0.09
N 1.63989 0.60869 1.37006 -0.61
C 2.77917 -0.01815 1.61395 0.18
Br 3.45656 -1.02990 0.14114 0.05
C 3.48006 0.00631 2.79256 -0.33
H 3.14763 1.34564 5.63413 0.50
H 1.26696 2.03244 4.38861 0.24
H 0.18716 1.83603 2.17987 0.23
H 4.40878 -0.52617 2.92962 0.26
C -3.99631 -3.20840 -0.64839 -0.43
N -2.74862 -2.51015 -0.89341 -0.60
C -2.38494 -1.35581 -0.30657 0.81
N -3.21406 -0.80038 0.57391 -0.81
O -1.27280 -0.83177 -0.59825 -0.89
H -4.01950 -4.10173 -1.26517 0.23
H -4.85622 -2.59212 -0.91706 0.21
H -4.08066 -3.51697 0.39517 0.21
H -2.08684 -2.88871 -1.54646 0.41
H -4.09850 -1.22035 0.79629 0.40
H -2.97849 0.07510 1.04466 0.45
N -2.66631 1.77666 1.89565 -0.55
C -2.24077 2.58711 1.18124 0.48
N -1.75558 3.49791 0.36666 -0.66
C -0.76397 3.09792 -0.34470 0.57
N 0.15102 2.73888 -0.98383 -0.76
C 2.22293 0.06095 -6.06507 -0.74
C 1.85435 0.03352 -4.65946 0.45
N 1.56307 0.01290 -3.55130 -0.52
H 2.21687 -0.95179 -6.46370 0.28
H 3.21934 0.48641 -6.17026 0.28
H 1.50919 0.67256 -6.61404 0.28